# 1
{"formula": "C37H25ClN6O4OsS3", "method": "ωB97M-V/def2-TZVPD", "elements": ["Os", "N", "C", "C", "C", "C", "C", "C", "S", "O", "O", "N", "C", "N", "C", "C", "C", "N", "H", "H", "H", "H", "H", "H", "H", "H", "H", "S", "C", "C", "C", "C", "C", "C", "N", "C", "C", "C", "C", "C", "C", "C", "C", "N", "C", "C", "C", "C", "C", "S", "C", "H", "H", "H", "H", "H", "H", "H", "H", "H", "H", "H", "H", "Cl", "C", "C", "C", "C", "O", "C", "C", "O", "C", "H", "H", "H", "H"], "coordinates": [[-0.21102, -0.58261, -0.27053], [5.50371, 2.48003, -5.27396], [4.42478, 2.47039, -4.49415], [4.54758, 2.15046, -3.10679], [3.43582, 2.14106, -2.31776], [2.18038, 2.44086, -2.88280], [2.03983, 2.76275, -4.23967], [3.14587, 2.78341, -5.04180], [0.74947, 2.40353, -1.83694], [-0.32206, 3.06266, -2.50158], [1.17557, 2.83571, -0.54242], [0.45330, 0.78066, -1.72169], [-0.17854, 0.14486, -2.76938], [-0.20301, 0.53203, -4.03090], [-0.96600, -0.19583, -4.84350], [-1.69719, -1.30218, -4.41809], [-1.55181, -1.67472, -3.10333], [-0.76626, -0.97284, -2.28456], [6.41857, 2.28400, -4.90011], [5.44300, 2.72803, -6.24867], [5.52502, 1.93510, -2.69368], [3.51007, 1.93587, -1.25730], [1.05870, 3.00216, -4.62504], [3.06601, 3.04573, -6.08940], [-0.99017, 0.11838, -5.88060], [-2.33106, -1.85805, -5.09111], [-2.04519, -2.54553, -2.69218], [-2.68048, -6.90730, 1.88309], [-3.75439, -7.57755, 0.74614], [-3.95188, -6.75233, -0.31817], [-3.21551, -5.54853, -0.20334], [-2.47075, -5.47964, 0.94396], [-1.61020, -4.38614, 1.39778], [-1.25588, -3.36152, 0.50386], [-0.52379, -2.31421, 0.85335], [-0.05778, -2.23820, 2.12742], [-0.31878, -3.21822, 3.07926], [0.23196, -3.04613, 4.39692], [0.97235, -1.96059, 4.70557], [1.22985, -0.93199, 3.73241], [1.97326, 0.22809, 3.98654], [2.15571, 1.17670, 2.99869], [1.55136, 0.94029, 1.74892], [0.86235, -0.15694, 1.47635], [0.70289, -1.08871, 2.45595], [2.94389, 2.39094, 3.22073], [3.64134, 2.74097, 4.34383], [4.30662, 3.98571, 4.22487], [4.10466, 4.56150, 3.00958], [3.10961, 3.60905, 2.00670], [-1.12235, -4.29728, 2.68952], [-4.18414, -8.55130, 0.92013], [-4.60006, -6.99251, -1.14753], [-3.26477, -4.75692, -0.93894], [-1.57548, -3.39646, -0.52600], [0.04251, -3.80919, 5.14102], [1.38706, -1.84665, 5.69896], [2.39975, 0.37197, 4.97109], [1.60308, 1.67695, 0.95834], [3.68735, 2.13239, 5.23627], [4.90411, 4.43156, 5.00583], [4.48380, 5.50679, 2.65484], [-1.37256, -5.06050, 3.41785], [-6.39369, 3.87519, 1.00932], [-4.89370, 3.05522, 0.82325], [-3.68915, 3.74899, 1.04390], [-2.48630, 3.11069, 0.92682], [-2.41681, 1.73118, 0.59216], [-1.25845, 1.16672, 0.55687], [-3.64401, 1.05757, 0.32444], [-3.67129, -0.31389, -0.08801], [-2.69130, -1.04631, -0.23391], [-4.86498, 1.73123, 0.45385], [-3.73035, 4.79857, 1.30423], [-1.55146, 3.63433, 1.08293], [-4.66731, -0.73237, -0.30055], [-5.79126, 1.20283, 0.26086]], "homo_ev": [-11.9, -11.8], "total_charge": 2, "orbital_gap_ev": [6.54, 2.97], "multiplicity": 5, "total_energy_ev": -103386.319}


# 2
{"formula": "C37H25F3NS6SbTeV", "method": "ωB97M-V/def2-TZVPD", "elements": ["V", "S", "C", "S", "C", "C", "S", "S", "S", "F", "C", "C", "C", "C", "C", "C", "Sb", "C", "C", "C", "C", "F", "C", "C", "C", "C", "C", "C", "F", "C", "C", "H", "H", "H", "H", "H", "H", "H", "H", "H", "H", "H", "H", "C", "C", "C", "C", "C", "C", "N", "C", "C", "C", "C", "C", "C", "H", "H", "H", "H", "H", "H", "H", "H", "H", "H", "Te", "C", "C", "C", "C", "S", "H", "H", "H"], "coordinates": [[1.73642, 0.58940, -0.77220], [6.45091, 3.39259, 4.17707], [5.37735, 2.79258, 3.03405], [5.85918, 2.03030, 1.58279], [4.28508, 1.66298, 0.93331], [3.24141, 2.05112, 1.71379], [1.54791, 1.81319, 1.35433], [3.67983, 2.82929, 3.20688], [4.14241, 0.83309, -0.60159], [-4.28370, -5.78411, 2.78682], [-3.41878, -4.79983, 2.42037], [-2.07467, -5.09927, 2.32943], [-1.20310, -4.08615, 1.95569], [-1.65493, -2.79552, 1.68322], [-3.01975, -2.54669, 1.78396], [-3.91619, -3.54286, 2.15544], [-0.25868, -1.30094, 0.95383], [1.10165, -1.59230, 2.56965], [0.70571, -1.86121, 3.87483], [1.63489, -1.96737, 4.90161], [2.96907, -1.80404, 4.58965], [3.88207, -1.90314, 5.58770], [3.40869, -1.55369, 3.30594], [2.46239, -1.45371, 2.29732], [-1.41991, 0.35513, 1.66542], [-1.86867, 0.53738, 2.97039], [-2.57473, 1.67242, 3.33721], [-2.81991, 2.62939, 2.37064], [-3.50946, 3.74374, 2.72821], [-2.39169, 2.49872, 1.06953], [-1.69095, 1.34865, 0.72629], [-1.72817, -6.10074, 2.54588], [-0.14518, -4.31789, 1.89059], [-3.40668, -1.55468, 1.57875], [-4.97766, -3.35210, 2.23980], [-0.34201, -2.01418, 4.10872], [1.33955, -2.16751, 5.92304], [4.46391, -1.42253, 3.10636], [2.80344, -1.24276, 1.28832], [-1.66699, -0.20792, 3.73027], [-2.91921, 1.83080, 4.35038], [-2.57233, 3.28523, 0.34951], [-1.32073, 1.25834, -0.29208], [0.39290, 5.77468, -1.54737], [-0.75867, 5.05456, -1.84869], [-0.70051, 3.68790, -2.05620], [0.51705, 2.99287, -1.97331], [1.66885, 3.73034, -1.68582], [1.60125, 5.09765, -1.46703], [0.56771, 1.59380, -2.09909], [-0.23352, 1.08384, -3.12518], [-0.37243, 1.72139, -4.36685], [-1.19658, 1.19657, -5.34747], [-1.90262, 0.01915, -5.13473], [-1.75235, -0.63783, -3.92145], [-0.93421, -0.11460, -2.93512], [0.34430, 6.84192, -1.36943], [-1.71659, 5.56010, -1.90918], [-1.60719, 3.13759, -2.27948], [2.61828, 3.20944, -1.62413], [2.51213, 5.63447, -1.22873], [0.17243, 2.63770, -4.55371], [-1.27833, 1.71356, -6.29779], [-2.53613, -0.39355, -5.91039], [-2.25810, -1.57836, -3.74091], [-0.81729, -0.64099, -1.99457], [2.57720, -1.75412, -2.13479], [1.09775, -2.66236, -3.33294], [0.11267, -3.55235, -2.98985], [-0.65644, -4.00263, -4.09708], [-0.24390, -3.45487, -5.27664], [1.06441, -2.38613, -5.02073], [-0.05076, -3.86728, -1.96852], [-1.47773, -4.70299, -4.01727], [-0.66137, -3.62264, -6.25668]], "relative_energy_kcal_mol": 9.7, "homo_ev": [-1.7, -2.0], "total_charge": -2, "orbital_gap_ev": [5.60, 5.98], "multiplicity": 4, "total_energy_ev": -152950.637}


# 3
{"formula": "C37H26BCl2F4I2N2O4PS2Ti", "method": "ωB97M-V/def2-TZVPD", "elements": ["Ti", "O", "S", "O", "O", "C", "C", "C", "C", "C", "C", "P", "C", "C", "C", "C", "C", "C", "C", "C", "C", "C", "C", "C", "H", "H", "H", "H", "H", "H", "H", "H", "H", "H", "H", "H", "H", "H", "I", "C", "C", "C", "I", "C", "C", "C", "C", "N", "C", "C", "O", "H", "H", "H", "H", "S", "C", "C", "C", "C", "C", "C", "C", "C", "C", "N", "H", "H", "H", "H", "H", "H", "Cl", "C", "Cl", "H", "H", "F", "B", "F", "F", "F"], "coordinates": [[0.17834, -0.98252, -0.41350], [2.14024, -0.52486, 1.58424], [1.14108, -1.18515, 2.41763], [1.56639, -2.32779, 3.16971], [-0.11154, -1.37458, 1.59811], [0.61247, 0.08073, 3.53299], [0.53561, -0.17390, 4.89232], [0.13387, 0.84366, 5.74693], [-0.18721, 2.09447, 5.23820], [-0.12455, 2.32952, 3.86872], [0.27281, 1.32710, 2.99396], [0.35009, 1.58378, 1.16059], [-1.20813, 2.48363, 0.95702], [-2.30092, 1.44968, 0.89983], [-3.78508, 1.88324, 0.82617], [-3.91741, 3.33325, 0.45089], [-2.87673, 4.16603, 0.38298], [-1.48136, 3.75031, 0.66007], [1.75582, 2.73383, 1.01512], [2.80287, 2.71854, 1.93645], [3.95117, 3.46476, 1.71004], [4.07153, 4.23426, 0.55925], [3.03648, 4.25043, -0.36532], [1.89199, 3.49646, -0.14255], [0.79915, -1.15729, 5.25862], [0.07044, 0.65986, 6.81268], [-0.48698, 2.89124, 5.90807], [-0.39310, 3.30279, 3.47300], [-2.14481, 0.66549, 1.64352], [-4.39644, 1.65299, 1.70184], [-4.91593, 3.71320, 0.25500], [-3.04950, 5.20515, 0.12441], [-0.69368, 4.49374, 0.59495], [2.73516, 2.10346, 2.82539], [4.75826, 3.43360, 2.43138], [4.97372, 4.80546, 0.37898], [3.12097, 4.83538, -1.27307], [1.10588, 3.48301, -0.88588], [-0.50553, 3.39343, -3.27769], [-0.11461, 1.43120, -3.81012], [-0.15391, 1.11559, -5.19557], [-0.00426, -0.15867, -5.63920], [-0.02915, -0.51360, -7.69059], [0.14398, -1.22522, -4.70734], [0.24927, -2.60178, -5.03295], [0.33877, -3.51910, -4.04407], [0.31647, -3.09212, -2.69290], [0.23279, -1.83511, -2.36132], [0.16843, -0.89467, -3.34983], [0.10767, 0.45759, -2.86471], [0.24823, 0.62738, -1.58255], [-0.30526, 1.91731, -5.90527], [0.26084, -2.90390, -6.07270], [0.43293, -4.57514, -4.25511], [0.39016, -3.80597, -1.89156], [-4.55015, -0.79051, 0.01779], [-3.99020, 0.89934, -0.36616], [-2.44579, 0.79434, -0.51343], [-1.92982, -0.60448, -0.55668], [-2.90180, -1.46888, -0.26685], [-2.61662, -2.89150, -0.04748], [-3.60068, -3.84941, 0.18084], [-3.21967, -5.15375, 0.44732], [-1.87278, -5.46848, 0.49584], [-0.95465, -4.45932, 0.24424], [-1.30868, -3.21119, -0.04102], [-4.55230, 1.29512, -1.21133], [-2.05207, 1.45038, -1.28957], [-4.64476, -3.56516, 0.15385], [-3.96965, -5.91507, 0.62704], [-1.52581, -6.46601, 0.72773], [0.11148, -4.65386, 0.29089], [5.94893, 0.40999, -1.09939], [4.43158, -0.13176, -0.32294], [3.10456, -0.25013, -1.48969], [4.14217, 0.60607, 0.41362], [4.57268, -1.11046, 0.10460], [1.49870, -2.71106, -0.14026], [2.46906, -3.83808, 0.00697], [3.72014, -3.32148, 0.26326], [2.42965, -4.52159, -1.21516], [1.99873, -4.63322, 1.03064]], "relative_energy_kcal_mol": 34.0, "homo_ev": [-4.8, -5.1], "total_charge": -1, "orbital_gap_ev": [6.61, 6.98], "multiplicity": 2, "total_energy_ev": -156840.177}